No. 1
C12H26N2O3PRuS4 as an isolated structure in a non-equilibrium geometry, computed with wB97M-V/def2-TZVPD.

Multiplicity   5
ΔE to the lowest compared entry with this formula, charge and spin   0.00 kJ/mol
Total charge   +1
Strongest force on any atom   0.069 hartree/bohr
⟨S²⟩   6.02
E_LUMO (spin up / spin down)   -3.09 / -5.27 eV

Each line ends with the natural charge from an NBO analysis.
CARTESIAN COORDINATES (ANGSTROEM)
Ru1 -0.0987 -0.9761 0.8055  0.724
C1 -0.1049 -3.5121 4.6756  -0.661
C2 -0.0982 -2.9730 3.2664  -0.174
S1 0.0448 -1.3239 3.1209  0.140
C3 -0.2222 -3.7870 2.1475  -0.158
C4 -0.1368 -5.3021 2.2771  -0.663
S2 -0.4807 -3.1938 0.5938  0.141
H1 -0.5176 -2.7287 5.3454  0.245
H2 0.9033 -3.8297 4.9674  0.245
H3 -0.6097 -4.4716 4.8029  0.238
H4 -0.6221 -5.7666 3.1514  0.237
H5 0.9211 -5.6745 2.3114  0.246
H6 -0.6445 -5.7209 1.3873  0.238
C5 5.2975 0.4347 0.3411  -0.441
N1 4.2888 -0.5264 0.5868  -0.586
C6 2.9993 -0.2430 0.5992  0.797
N2 2.5940 1.0341 0.7086  -0.832
O1 2.1561 -1.2310 0.6194  -0.735
H7 6.3158 -0.0214 0.3468  0.243
H8 5.3292 1.2407 1.0974  0.210
H9 5.1968 0.8721 -0.6724  0.200
H10 4.4748 -1.5163 0.5001  0.427
H11 3.2709 1.7403 0.5745  0.399
H12 1.6517 1.3231 0.9816  0.423
C7 -0.8123 3.7896 -2.9969  -0.655
C8 0.4197 3.0106 -2.6803  0.132
C9 0.8229 1.9401 -3.6549  -0.640
O2 0.2724 2.3601 -1.3347  -0.863
P1 -0.8417 1.4482 -0.7391  1.821
S3 -0.5021 1.2637 1.2958  -0.420
S4 -0.6558 -0.4555 -1.3792  -0.425
O3 -2.2263 2.1003 -1.0740  -0.843
C10 -3.5839 1.6573 -0.9219  0.117
C11 -3.8659 1.1596 0.4520  -0.642
C12 -3.8336 0.6153 -2.0229  -0.638
H13 -0.4986 4.6402 -3.5972  0.239
H14 -1.3070 4.1361 -2.0758  0.245
H15 -1.5141 3.2116 -3.6684  0.221
H16 1.3212 3.6365 -2.4862  0.208
H17 -0.0746 1.3577 -3.9382  0.210
H18 1.5326 1.2143 -3.2618  0.236
H19 1.1478 2.4316 -4.5526  0.236
H20 -4.2269 2.4978 -1.2011  0.207
H21 -3.3902 0.1581 0.6183  0.213
H22 -4.9331 1.0240 0.3695  0.234
H23 -3.6246 1.8291 1.2532  0.233
H24 -3.1230 -0.2355 -1.8987  0.221
H25 -3.5539 1.0900 -2.9614  0.217
H26 -4.8580 0.2725 -2.0791  0.233



No. 2
C18H37N8O3RhSi as an isolated structure in a non-equilibrium geometry, computed with wB97M-V/def2-TZVPD.

ΔE to the lowest compared entry with this formula, charge and spin   0.00 kJ/mol
Total charge   +2
Strongest force on any atom   0.063 hartree/bohr
E_LUMO   -6.58 eV

Each line ends with the natural charge from an NBO analysis.
CARTESIAN COORDINATES (ANGSTROEM)
Rh1 -0.7210 -0.6662 0.6084  1.061
C1 -1.5978 -3.1555 5.0830  -0.280
O1 -1.5154 -1.8528 4.4444  -0.431
C2 -1.3443 -1.7395 3.1659  0.925
O2 -1.1878 -0.6105 2.6671  -0.646
N1 -1.3346 -2.8422 2.3846  -0.475
N2 -1.1289 -2.6583 1.0058  -0.560
H1 -1.5864 -2.9501 6.1458  0.251
H2 -0.7296 -3.7565 4.8160  0.202
H3 -2.5354 -3.6400 4.8129  0.205
H4 -1.5125 -3.7729 2.7273  0.430
H5 -1.9678 -2.8795 0.4694  0.415
H6 -0.3725 -3.2677 0.6918  0.437
C3 4.6699 -1.2128 -1.3338  -1.112
Si1 4.1610 -1.5078 0.4229  1.603
C4 4.9551 -0.3098 1.5942  -1.112
C5 4.4533 -3.2557 0.9506  -1.114
C6 2.3135 -1.1878 0.4982  -0.495
C7 1.1201 -0.9744 0.5457  -0.184
H7 5.7518 -1.3188 -1.4433  0.258
H8 4.3956 -0.2123 -1.6745  0.240
H9 4.1938 -1.9403 -1.9951  0.246
H10 6.0340 -0.4810 1.6306  0.259
H11 4.5603 -0.4461 2.6035  0.245
H12 4.8028 0.7320 1.3030  0.236
H13 5.5219 -3.4780 0.8926  0.258
H14 3.9316 -3.9716 0.3119  0.245
H15 4.1341 -3.4209 1.9818  0.244
C8 -3.3821 0.8449 -4.6329  -0.619
C9 -2.4978 -0.1116 -5.4277  -0.233
C10 -3.1423 -1.4873 -5.5637  -0.614
C11 -1.0873 -0.1882 -4.8464  -0.211
N3 -1.0670 -0.6558 -3.4417  -0.149
C12 -1.1659 0.0224 -2.3165  0.244
N4 -1.1865 -0.8584 -1.3270  -0.343
N5 -1.0440 -2.0893 -1.8932  -0.057
N6 -0.9951 -1.9754 -3.1536  0.021
H16 -4.3214 1.0158 -5.1571  0.247
H17 -2.9095 1.8205 -4.4870  0.210
H18 -3.6406 0.4283 -3.6535  0.192
H19 -2.3486 0.3040 -6.4280  0.236
H20 -3.2683 -1.9710 -4.5915  0.200
H21 -2.5504 -2.1525 -6.1940  0.228
H22 -4.1314 -1.3950 -6.0114  0.237
H23 -0.6050 0.7883 -4.8453  0.228
H24 -0.4603 -0.8903 -5.3917  0.251
H25 -1.2525 1.0916 -2.2157  0.272
C13 -2.8141 2.2185 2.0793  -0.397
N7 -1.4491 2.7329 1.9931  -0.387
C14 -1.1841 3.9085 2.8423  -0.210
C15 0.0117 4.6778 2.3320  -0.429
C16 1.1464 3.7093 2.0818  -0.214
N8 0.7043 2.6816 1.1280  -0.385
C17 1.7268 2.1798 0.2125  -0.404
C18 -0.5388 2.2266 1.1650  0.804
O3 -0.9267 1.2840 0.3288  -0.747
H26 -3.1369 2.2990 3.1156  0.225
H27 -2.8634 1.1790 1.7851  0.208
H28 -3.4859 2.8071 1.4532  0.217
H29 -1.0346 3.5664 3.8688  0.213
H30 -2.0794 4.5292 2.8273  0.228
H31 0.3047 5.4398 3.0517  0.255
H32 -0.2427 5.1804 1.3962  0.222
H33 1.4778 3.2265 3.0049  0.213
H34 2.0053 4.2133 1.6443  0.232
H35 1.3121 1.4537 -0.4746  0.227
H36 2.5245 1.7004 0.7791  0.223
H37 2.1329 3.0222 -0.3474  0.216



No. 3
C4H8S2 in the gas phase in a non-equilibrium geometry, computed with wB97M-V/def2-TZVPD.

ΔE to the lowest compared entry with this formula, charge and spin   105.05 kJ/mol
Total charge   0
Strongest force on any atom   0.058 hartree/bohr
E_LUMO   -0.25 eV
SMILES   CCC(=S)CS

Each line ends with the natural charge from an NBO analysis.
CARTESIAN COORDINATES (ANGSTROEM)
C1 -1.5659 0.8469 0.4625  -0.599
C2 -0.7377 0.2722 -0.6593  -0.510
C3 0.7227 0.3231 -0.3696  -0.028
S1 1.7719 1.3085 -1.1099  0.055
C4 1.1242 -0.7277 0.6740  -0.617
S2 1.2018 -2.3939 -0.0260  -0.006
H1 -1.2893 0.5584 1.4487  0.202
H2 -2.6123 0.6971 0.2203  0.224
H3 -1.3028 1.9077 0.4235  0.213
H4 -0.8910 0.9439 -1.5665  0.227
H5 -0.9542 -0.7743 -0.9111  0.235
H6 2.1679 -0.4339 0.9940  0.240
H7 0.4066 -0.6610 1.4466  0.230
H8 1.9582 -1.8671 -1.0273  0.136



No. 4
CH2FLiOSn as an isolated structure in a non-equilibrium geometry, computed with wB97M-V/def2-TZVPD.

Total charge   0
Strongest force on any atom   0.137 hartree/bohr
E_LUMO (spin up / spin down)   -0.53 / -0.70 eV

Each line ends with the natural charge from an NBO analysis.
CARTESIAN COORDINATES (ANGSTROEM)
C1 0.7165 0.3214 -0.8318  0.268
O1 -0.2458 -0.5782 -0.0277  -1.022
Sn1 0.7884 -1.1865 1.4371  -0.019
Li1 -1.3844 0.8037 0.4531  0.848
F1 -0.0342 1.5995 -0.7664  -0.459
H1 0.6745 -0.0290 -1.8749  0.169
H2 1.7413 0.7076 -0.7282  0.216



No. 5
A 5-piece molecular cluster, C46H79BrNO20P overall in a non-equilibrium geometry, computed with wB97M-V/def2-TZVPD.

Total charge   0
Strongest force on any atom   0.166 hartree/bohr
E_LUMO   -1.90 eV
SMILES   CCOCc1c(CCCCCCCCOC)c(OC[C@@H](C)CC(C)C)c(CCC(=O)O)c2c1C(=O)N(P(O)Br)C2=O.CCOC(=O)OC.CCOC(=O)OC.CCOC(=O)OC.CCOC(=O)OC

Each line ends with the Mulliken charge.
CARTESIAN COORDINATES (ANGSTROEM)
C1 4.7383 -2.6214 0.7360  -0.346
C2 3.8877 -1.4359 1.4800  0.318
O1 4.6363 -0.2030 1.7620  -0.272
C3 3.8087 0.7104 2.6185  -0.579
C4 2.6347 1.3762 1.6730  0.543
C5 1.0308 0.9011 1.7007  0.775
C6 0.4801 -0.2478 2.7254  -0.641
C7 0.3462 -1.7556 2.1161  -0.674
C8 -0.3352 -1.8688 0.6318  0.388
C9 0.2373 -3.2896 -0.0403  -0.502
C10 0.1025 -3.1495 -1.6694  -0.389
C11 1.2495 -4.0407 -2.4977  -0.403
C12 1.5545 -3.1400 -3.8739  -0.534
C13 2.6864 -3.8133 -4.8501  -0.552
O2 3.8047 -4.2579 -3.9980  -0.359
C14 4.6132 -3.1218 -3.5283  -0.283
C15 0.0313 1.7021 0.6245  -0.490
O3 -1.3759 1.2517 0.6285  -0.016
C16 -2.2922 2.2903 1.1191  -0.814
C17 -3.8158 1.9696 0.5437  0.601
C18 -4.8697 3.2312 0.7871  -1.222
C19 -3.8690 1.6052 -1.0517  -0.450
C20 -5.0331 0.4683 -1.4362  0.154
C21 -4.8482 0.1473 -3.0644  -0.436
C22 -4.7573 -0.9863 -0.6780  -0.676
C23 0.5385 2.8967 -0.3919  0.064
C24 -0.4611 3.6764 -1.4727  0.240
C25 0.1551 3.5492 -2.9879  -0.705
C26 -0.7331 2.6368 -4.0206  0.423
O4 -1.9599 2.1528 -3.8068  -0.467
O5 -0.1146 2.3018 -5.3363  -0.482
C27 2.1017 3.3812 -0.3774  0.099
C28 3.0863 2.5726 0.6509  -0.676
C29 4.5168 3.3008 0.3325  0.262
O6 5.7601 3.1006 0.7764  -0.570
N1 4.3974 4.4174 -0.7227  0.002
P1 5.6463 4.4562 -1.9928  0.235
O7 5.3984 5.7587 -3.1290  -0.429
Br1 5.3727 2.5152 -3.1640  -0.195
C30 2.9318 4.5339 -1.1902  0.381
O8 2.5673 5.4811 -2.0584  -0.544
H1 4.7323 -3.5909 1.4287  0.214
H2 4.1747 -2.9646 -0.2595  -0.251
H3 5.8121 -2.2720 0.4302  0.134
H4 2.9075 -1.2660 0.8229  -0.057
H5 3.4885 -1.8965 2.5019  0.189
H6 3.4133 0.1132 3.5437  0.293
H7 4.5781 1.5216 3.0383  0.397
H8 -0.5369 0.1204 3.1730  0.373
H9 1.2570 -0.3112 3.6242  0.184
H10 1.3411 -2.3817 2.0900  0.320
H11 -0.3778 -2.3519 2.8556  0.344
H12 -1.4990 -2.0661 0.7895  0.173
H13 -0.1102 -0.9818 -0.0955  -0.338
H14 -0.3570 -4.2349 0.3658  0.291
H15 1.3690 -3.4827 0.1992  0.189
H16 -0.9939 -3.3732 -2.0298  0.263
H17 0.3418 -2.0228 -1.9541  0.057
H18 0.7738 -5.0841 -2.7343  0.268
H19 2.2213 -4.1498 -1.8556  0.239
H20 0.4997 -2.9759 -4.3912  0.355
H21 1.8959 -2.0711 -3.5023  0.224
H22 2.1634 -4.6691 -5.4548  0.315
H23 3.0700 -2.9732 -5.6004  0.285
H24 4.1910 -2.7013 -2.5070  -0.051
H25 5.7319 -3.5091 -3.4310  0.235
H26 4.6415 -2.2027 -4.2711  0.244
H27 -2.3309 2.1966 2.2856  0.236
H28 -2.0081 3.3875 0.8288  0.304
H29 -4.2137 1.0464 1.1551  0.214
H30 -4.4090 4.2584 0.4599  0.284
H31 -5.1936 3.2574 1.9227  0.325
H32 -5.8473 3.0713 0.1634  0.303
H33 -4.1849 2.5709 -1.6779  0.252
H34 -2.8702 1.2048 -1.5107  0.103
H35 -6.1234 0.8649 -1.2755  0.248
H36 -4.1388 -0.8064 -3.1236  0.263
H37 -4.3157 1.0486 -3.6077  -0.272
H38 -5.8775 -0.0262 -3.6095  0.273
H39 -5.0165 -0.9650 0.4645  0.135
H40 -5.4315 -1.8165 -1.1894  0.325
H41 -3.6376 -1.3038 -0.8965  -0.046
H42 -1.5590 3.2605 -1.4721  -0.451
H43 -0.5230 4.8080 -1.1488  0.434
H44 0.1854 4.6457 -3.4565  0.333
H45 1.2633 3.1568 -3.0351  0.394
H46 0.7785 2.7847 -5.3524  0.348
H47 4.7969 5.4401 -3.8904  0.321
C31 -10.7705 -3.7800 -1.0208  -1.091
C32 -9.5031 -4.4912 -0.5823  -0.186
O9 -8.5761 -3.5659 -0.0011  -0.301
C33 -8.8339 -3.2055 1.2810  0.671
O10 -9.7634 -3.6012 1.9666  -0.567
O11 -7.8934 -2.3052 1.6624  -0.220
C34 -8.0978 -1.7758 2.9701  -0.673
H48 -10.5320 -2.9374 -1.6783  0.285
H49 -11.4349 -4.4676 -1.5516  0.358
H50 -11.3124 -3.3703 -0.1635  0.311
H51 -9.0100 -4.9267 -1.4570  0.297
H52 -9.7190 -5.3142 0.1094  0.303
H53 -8.2111 -2.5741 3.7105  0.308
H54 -8.9735 -1.1194 2.9720  0.313
H55 -7.2194 -1.1822 3.2372  0.192
C35 4.5548 3.7362 9.4401  -1.094
C36 3.9806 2.3319 9.4900  -0.150
O12 3.7877 1.8143 8.1678  -0.348
C37 4.9037 1.3509 7.5514  0.662
O13 6.0301 1.3314 8.0220  -0.558
O14 4.5561 0.9370 6.3071  -0.243
C38 5.6584 0.5024 5.5144  -0.426
H56 3.9366 4.3834 8.8091  0.289
H57 4.6096 4.1666 10.4441  0.354
H58 5.5600 3.7387 9.0090  0.312
H59 2.9956 2.3592 9.9666  0.286
H60 4.6084 1.6583 10.0854  0.306
H61 6.2516 -0.2549 6.0370  0.400
H62 6.2804 1.3604 5.2416  0.346
H63 5.2626 0.0561 4.5982  -0.157
C39 8.1074 -1.7714 2.2459  -0.924
C40 7.8614 -2.9072 3.2225  -0.039
O15 8.7925 -3.9746 3.0057  -0.346
C41 10.0333 -3.7833 3.5194  0.730
O16 10.4105 -2.8039 4.1432  -0.555
O17 10.7935 -4.8593 3.1956  -0.336
C42 12.1548 -4.7482 3.6039  -0.617
H64 8.1069 -2.1420 1.2154  0.279
H65 7.3367 -1.0019 2.3468  0.115
H66 9.0827 -1.3063 2.4157  0.397
H67 6.8615 -3.3198 3.0551  0.174
H68 7.8980 -2.5623 4.2627  0.338
H69 12.2334 -4.5086 4.6692  0.291
H70 12.6632 -3.9913 2.9988  0.287
H71 12.6404 -5.7125 3.4324  0.225
C43 -9.6742 4.4205 -7.4268  -1.084
C44 -9.4005 2.9294 -7.3501  -0.162
O18 -8.0033 2.6597 -7.5183  -0.357
C45 -7.2296 2.8719 -6.4245  0.700
O19 -7.6174 3.2566 -5.3326  -0.567
O20 -5.9422 2.6088 -6.7620  -0.341
C46 -5.0063 2.8759 -5.7204  -0.295
H72 -9.2614 4.8413 -8.3497  0.289
H73 -10.7496 4.6176 -7.3967  0.353
H74 -9.2029 4.9537 -6.5961  0.306
H75 -9.9220 2.4220 -8.1677  0.286
H76 -9.7717 2.4970 -6.4132  0.301
H77 -5.2880 2.3698 -4.7915  0.005
H78 -4.9244 3.9558 -5.5630  0.311
H79 -4.0304 2.4967 -6.0354  0.264



No. 6
A 3-piece molecular cluster, C6H17NOSi overall in a non-equilibrium geometry, computed with wB97M-V/def2-TZVPD.

ΔE to the lowest compared entry with this formula, charge and spin   260.52 kJ/mol
Total charge   0
Strongest force on any atom   0.072 hartree/bohr
E_LUMO   0.65 eV
SMILES   C=N[Si](C)(C)C.[H][H].CC=O

Each line ends with the natural charge from an NBO analysis.
CARTESIAN COORDINATES (ANGSTROEM)
C1 0.4316 1.6617 1.3436  -0.014
N1 -0.7041 1.0652 1.2387  -0.815
Si1 -1.4110 0.2991 -0.2077  1.745
C2 -0.4777 -1.3922 -0.3874  -1.088
C3 -1.2496 1.4329 -1.6555  -1.147
C4 -3.2443 0.1663 0.1997  -1.123
H1 1.1724 1.6405 0.5930  0.136
H2 0.7329 2.0793 2.3896  0.149
H3 -0.6867 -2.0015 -1.2581  0.237
H4 0.4818 -1.0024 -0.5563  0.221
H5 -0.5440 -2.0603 0.4895  0.239
H6 -0.6061 1.0476 -2.4185  0.255
H7 -2.3246 1.4530 -2.1269  0.231
H8 -1.0945 2.4829 -1.4457  0.249
H9 -3.5357 -0.9353 0.3292  0.237
H10 -3.3932 0.7565 1.0785  0.249
H11 -3.8612 0.6483 -0.5398  0.232
H12 1.8298 -6.2561 1.7729  0.002
H13 1.6159 -5.6204 1.5799  -0.002
C5 3.0019 -0.3932 0.0998  -0.742
C6 2.8213 0.6711 -1.0076  0.445
O1 1.8820 0.9121 -1.7443  -0.526
H14 3.7980 -0.1462 0.7675  0.230
H15 2.0947 -0.6055 0.6800  0.244
H16 3.1778 -1.3970 -0.4786  0.255
H17 3.7974 1.1816 -1.1698  0.101



No. 7
C2H4NP in the gas phase in a non-equilibrium geometry, computed with wB97M-V/def2-TZVPD.

ΔE to the lowest compared entry with this formula, charge and spin   229.10 kJ/mol
Total charge   0
Strongest force on any atom   0.070 hartree/bohr
E_LUMO   1.08 eV
SMILES   P[C@H]1C=N1

Each line ends with the natural charge from an NBO analysis.
CARTESIAN COORDINATES (ANGSTROEM)
P1 -1.2576 0.6294 -0.7334  0.334
C1 0.1871 -0.3411 -0.2533  -0.430
C2 0.4754 -0.6465 1.1011  0.058
N1 -0.0258 -1.6221 0.4982  -0.291
H1 -0.5205 0.9268 -1.7580  -0.039
H2 -0.6928 1.7023 -0.0354  -0.032
H3 1.0304 -0.4490 -0.8418  0.187
H4 0.8038 -0.1999 2.0227  0.212



No. 8
C5H10O in the gas phase, computed with wB97M-V/def2-TZVPD.

ΔE to the lowest compared entry with this formula, charge and spin   18.96 kJ/mol
Total charge   0
Strongest force on any atom   0.007 hartree/bohr
E_LUMO   1.03 eV
SMILES   OC1CCCC1

Each line ends with the natural charge from an NBO analysis.
CARTESIAN COORDINATES (ANGSTROEM)
O1 -1.8023 0.0330 0.8476  -0.724
C1 -1.0866 0.2180 -0.3709  0.093
C2 -0.2165 -1.0061 -0.6521  -0.432
C3 0.8298 -0.8778 0.4625  -0.408
C4 1.2424 0.5967 0.3163  -0.405
C5 -0.0483 1.3277 -0.1477  -0.426
H1 -1.9967 -0.9097 0.9262  0.463
H2 -1.7953 0.4550 -1.1769  0.169
H3 -0.7865 -1.9435 -0.6808  0.204
H4 0.2711 -0.8907 -1.6299  0.207
H5 1.6627 -1.5818 0.3852  0.210
H6 0.3508 -1.0271 1.4369  0.207
H7 1.6622 1.0196 1.2332  0.213
H8 2.0157 0.6722 -0.4576  0.198
H9 -0.4242 2.0412 0.5907  0.224
H10 0.1217 1.8733 -1.0826  0.207